[1]
A molecular structure, C61H83CsN4O4P2SSi, computed with ωB97M-V/def2-TZVPD.

Values from the calculation:
- Max |F|: 3.06 eV/A
- Orbital gap: 3.93 eV

```
157
Properties=species:S:1:pos:R:3:mulliken_charge:R:1
Cs -0.188 -0.005 -1.784 1.3733
C -4.564 -0.445 -4.428 -1.0649
N -3.408 0.120 -5.087 0.5533
C -3.689 0.808 -6.322 -1.1554
C -2.224 0.117 -4.453 0.7151
O -2.044 -0.425 -3.376 -0.4596
C -1.091 0.851 -5.161 -2.2237
O 0.014 0.840 -4.305 0.0575
C 1.161 1.444 -4.838 -1.9934
C 2.088 1.738 -3.662 0.3394
O 1.716 1.518 -2.522 0.3351
N 3.279 2.303 -3.940 0.2497
C 3.844 2.484 -5.254 -1.0160
C 4.191 2.586 -2.853 -0.7970
H -4.979 -1.252 -5.033 0.3383
H -5.320 0.329 -4.283 0.4416
H -4.252 -0.834 -3.463 0.1926
H -4.528 0.308 -6.803 0.4010
H -2.843 0.779 -7.004 0.3883
H -3.965 1.850 -6.139 0.2936
H -1.408 1.881 -5.382 0.6384
H -0.864 0.341 -6.109 0.4671
H 0.908 2.395 -5.335 0.5680
H 1.647 0.787 -5.577 0.5094
H 3.075 2.614 -6.010 0.3595
H 4.475 1.631 -5.531 0.2686
H 4.467 3.381 -5.242 0.3736
H 3.676 2.398 -1.917 0.0766
H 4.504 3.632 -2.889 0.4375
H 5.065 1.936 -2.918 0.3266
O 1.912 -0.849 -0.478 -0.0239
C 2.230 -0.137 0.671 -2.1673
C 2.380 1.237 0.714 0.2766
C 2.665 1.845 1.928 -1.4555
C 2.774 1.090 3.082 -0.6247
C 2.598 -0.282 3.045 -0.7952
C 2.319 -0.904 1.834 0.5393
P 2.189 -2.706 1.523 1.5465
C 0.386 -3.002 1.594 0.6457
C -0.575 -2.043 1.300 0.2132
C -1.915 -2.392 1.256 -0.5718
C -2.302 -3.702 1.479 -1.0360
C -1.345 -4.666 1.760 -0.9188
C -0.010 -4.319 1.811 -0.4425
C 2.700 -3.244 3.207 -0.1259
C 1.840 -3.393 4.289 -0.2823
C 2.353 -3.683 5.542 -0.7383
C 3.719 -3.816 5.727 -0.5377
C 4.580 -3.684 4.650 -0.7976
C 4.070 -3.407 3.395 -0.2579
C 2.916 -1.213 -1.335 -0.5469
C 4.143 -0.585 -1.430 -0.7608
C 5.077 -1.029 -2.361 -0.8700
C 4.788 -2.111 -3.181 -1.1806
C 3.574 -2.760 -3.070 0.3034
C 2.617 -2.318 -2.153 0.4932
P 1.053 -3.163 -1.760 1.5001
C 0.139 -3.040 -3.352 0.1844
C -1.142 -3.594 -3.363 -0.9792
C -1.924 -3.548 -4.498 -0.9297
C -1.444 -2.939 -5.647 -0.7207
C -0.179 -2.371 -5.640 -0.6857
C 0.605 -2.410 -4.501 0.2968
C 1.665 -4.889 -1.949 0.3521
C 1.554 -5.638 -3.119 -0.4674
C 2.132 -6.892 -3.203 -0.8871
C 2.826 -7.419 -2.127 -0.6451
C 2.925 -6.688 -0.952 -1.0716
C 2.351 -5.436 -0.866 0.0355
H 2.271 1.823 -0.183 1.0015
H 2.789 2.916 1.972 0.3629
H 2.998 1.572 4.023 0.4457
H 2.669 -0.861 3.952 0.3023
H -0.291 -1.013 1.132 0.6359
H -2.656 -1.627 1.065 0.5224
H -3.348 -3.974 1.437 0.4697
H -1.640 -5.689 1.943 0.4194
H 0.736 -5.072 2.035 0.4933
H 0.777 -3.259 4.149 0.7118
H 1.688 -3.799 6.387 0.3990
H 4.115 -4.017 6.711 0.4050
H 5.644 -3.790 4.790 0.4171
H 4.729 -3.296 2.545 0.4241
H 4.375 0.233 -0.767 0.8051
H 6.042 -0.547 -2.416 0.4995
H 5.528 -2.464 -3.886 0.4507
H 3.368 -3.640 -3.668 0.5873
H -1.505 -4.079 -2.466 0.5173
H -2.907 -3.997 -4.497 0.4527
H -2.046 -2.914 -6.544 0.4153
H 0.208 -1.913 -6.542 0.4397
H 1.591 -1.966 -4.512 0.2632
H 1.009 -5.245 -3.965 0.3679
H 2.043 -7.459 -4.119 0.4301
H 3.281 -8.396 -2.200 0.3646
H 3.454 -7.097 -0.103 0.4682
H 2.429 -4.866 0.050 0.5148
C -0.359 4.922 -0.767 -1.9805
C -1.752 4.381 -1.084 2.7774
C -2.722 5.563 -1.126 -1.8018
C -1.654 3.792 -2.493 -2.5569
Si -2.228 2.907 0.186 -0.3870
C -1.846 3.524 2.064 3.1822
C -0.342 3.394 2.308 -1.7019
C -2.251 4.961 2.402 -1.9707
C -2.514 2.599 3.081 -1.8752
C -4.191 2.545 0.022 2.8897
C -4.606 2.431 -1.445 -2.5227
C -4.459 1.168 0.631 -1.6731
C -5.118 3.563 0.689 -1.9405
H -0.031 5.620 -1.544 0.5176
H 0.359 4.105 -0.716 0.0648
H -0.344 5.461 0.176 0.4489
H -2.360 6.340 -1.806 0.5573
H -2.842 6.013 -0.145 0.2381
H -3.702 5.253 -1.480 0.3277
H -1.373 4.567 -3.213 0.6950
H -2.595 3.359 -2.813 0.0851
H -0.899 3.009 -2.515 0.3796
H 0.229 4.004 1.620 0.3864
H -0.026 2.361 2.178 -0.1353
H -0.087 3.721 3.323 0.2098
H -1.673 5.676 1.821 0.3640
H -2.061 5.165 3.458 0.5062
H -3.308 5.134 2.216 0.2760
H -2.252 1.560 2.889 0.0695
H -3.594 2.695 3.064 0.3763
H -2.190 2.853 4.095 0.4223
H -3.958 1.730 -1.970 0.3323
H -4.570 3.392 -1.951 0.2715
H -5.634 2.063 -1.519 0.6241
H -3.928 0.407 0.063 0.0691
H -5.527 0.936 0.605 0.5585
H -4.127 1.108 1.661 0.2705
H -4.949 4.566 0.307 0.2524
H -4.977 3.580 1.766 0.3322
H -6.165 3.309 0.502 0.5812
C 0.144 3.338 6.835 -1.2632
C 0.966 2.158 6.330 -0.5952
N 0.221 1.377 5.373 0.8462
C 0.009 0.053 5.376 -0.1636
S -0.559 -0.685 4.013 -0.1875
N 0.294 -0.671 6.524 -0.0587
C -0.576 -0.485 7.682 -0.5094
C -1.925 -1.175 7.480 -1.0406
H 0.707 3.900 7.576 0.4323
H -0.784 3.001 7.290 0.2649
H -0.101 4.000 6.008 0.2868
H 1.269 1.512 7.154 0.5229
H 1.875 2.540 5.847 0.2550
H -0.021 1.830 4.501 -0.4575
H 0.331 -1.659 6.286 0.1395
H -0.730 0.583 7.842 0.2471
H -0.061 -0.900 8.555 0.3723
H -2.370 -0.833 6.545 0.2517
H -2.604 -0.947 8.296 0.3964
H -1.796 -2.254 7.420 0.2931
```

[2]
3 unconnected molecules or ions with the total composition C27H53F4N2O3S, computed with ωB97M-V/def2-TZVPD.

Values from the calculation:
- Max |F|: 7.76 eV/A
- Orbital gap: 9.32 eV
- Total charge: +1

```
90
Properties=species:S:1:pos:R:3:mulliken_charge:R:1
C -0.529 -1.721 6.256 -0.2804
C -0.570 -0.929 5.194 -0.4993
C -0.274 -0.146 3.791 -0.2484
N -0.833 -1.021 2.707 0.5170
C -1.413 -0.244 1.566 -0.1126
C -2.700 0.665 1.939 0.2934
C -4.130 0.011 1.581 -0.9131
O -4.167 -1.439 1.644 -0.1176
C -5.498 -1.965 1.407 -0.6681
C -5.548 -3.547 1.735 0.8064
F -5.464 -3.713 3.173 -0.2488
F -4.522 -4.319 1.087 -0.2177
F -6.831 -4.052 1.326 -0.2558
C -0.220 0.573 0.777 -1.1245
N 0.591 -0.518 0.074 0.0366
C 1.261 -1.352 1.144 -0.6588
C 2.252 -2.460 0.469 -0.8686
S 1.514 -3.365 -0.973 1.0210
O 1.249 -2.505 -2.197 -0.6071
O 2.542 -4.418 -1.397 -0.5971
C 0.257 -1.954 2.261 -0.2633
C -0.441 -3.359 1.872 -0.2745
F 0.473 -4.514 1.981 -0.4270
C -1.583 -3.635 3.021 0.3703
C -1.992 -5.206 2.939 -1.0711
H -0.227 -2.351 7.184 0.3537
H 0.868 -0.009 3.645 0.3412
H -0.731 0.906 3.852 0.4633
H -1.787 -1.038 0.790 0.2436
H -2.744 0.953 3.070 0.4084
H -2.625 1.691 1.382 -0.6199
H -4.877 0.393 2.397 0.3816
H -4.542 0.395 0.558 0.3785
H -5.782 -1.769 0.304 0.3261
H -6.217 -1.456 2.162 0.3338
H 0.453 1.189 1.481 0.1979
H -0.652 1.337 0.007 0.4850
H -0.076 -1.037 -0.526 0.5557
H 1.335 -0.099 -0.531 0.4653
H 1.973 -0.619 1.711 0.3038
H 2.587 -3.255 1.254 0.3976
H 3.250 -1.989 0.084 0.5519
H 0.345 -4.090 -0.661 0.1395
H 0.910 -2.162 3.207 0.6213
H -1.023 -3.350 0.871 0.2726
H -1.163 -3.466 4.091 -0.1161
H -2.532 -3.008 2.862 -0.0086
H -1.384 -5.800 3.730 0.3148
H -3.109 -5.406 3.152 0.2807
H -1.787 -5.638 1.879 0.2789
C 6.285 0.218 -6.519 -1.1825
C 5.819 -1.215 -6.302 -0.3846
C 4.374 -1.315 -5.808 -0.7397
C 4.099 -0.670 -4.448 -0.5414
C 4.946 -1.198 -3.288 -0.3145
C 4.722 -2.677 -3.002 -1.1515
H 6.282 0.788 -5.587 0.2768
H 7.306 0.226 -6.910 0.3791
H 5.643 0.731 -7.241 0.2907
H 6.497 -1.721 -5.607 0.2308
H 5.898 -1.754 -7.253 0.3844
H 4.087 -2.372 -5.775 0.3030
H 3.714 -0.849 -6.550 0.3825
H 3.039 -0.815 -4.206 0.2225
H 4.243 0.414 -4.520 0.3551
H 4.693 -0.628 -2.386 0.2775
H 6.009 -1.017 -3.476 0.2765
H 3.672 -2.874 -2.771 0.1875
H 5.321 -2.989 -2.141 0.3820
H 5.012 -3.301 -3.851 0.3347
C -3.605 4.386 -0.308 -1.2530
C -2.086 4.456 -0.320 -0.0141
C -1.491 4.971 0.992 -0.2749
C -1.881 6.402 1.373 -0.9272
C -1.534 7.474 0.338 -0.3888
C -0.040 7.600 0.077 -1.1586
H -4.054 5.374 -0.184 0.3734
H -3.970 3.973 -1.252 0.3833
H -3.958 3.741 0.503 0.2154
H -1.754 5.073 -1.160 0.4657
H -1.696 3.447 -0.506 -0.1709
H -0.399 4.895 0.936 0.4276
H -1.797 4.302 1.806 0.1585
H -1.389 6.652 2.320 0.3918
H -2.957 6.446 1.575 0.3318
H -1.905 8.439 0.702 0.3765
H -2.057 7.281 -0.605 0.2177
H 0.499 7.834 1.000 0.2946
H 0.151 8.405 -0.638 0.3793
H 0.376 6.680 -0.342 0.2620
```

[3]
A molecular structure, C42H52BaN5O6P, computed with ωB97M-V/def2-TZVPD.

Values from the calculation:
- Max |F|: 4.96 eV/A
- Orbital gap: 5.88 eV
- Total charge: -2
- ΔE to the lowest compared entry with this formula, charge and spin: 396.7 kJ/mol

```
107
Properties=species:S:1:pos:R:3:mulliken_charge:R:1
Ba -0.292 0.700 -0.088 2.2404
O -2.331 0.028 -0.601 -0.8085
C -3.492 -0.068 -0.121 0.3728
C -4.532 -0.729 -0.843 -0.5730
C -5.800 -0.883 -0.347 -0.4863
C -6.133 -0.368 0.905 -0.5971
C -5.166 0.290 1.633 -0.7957
C -3.859 0.464 1.170 0.7343
C -2.925 1.136 2.024 -1.0801
N -1.722 1.466 1.722 0.5908
N -1.031 2.148 2.669 -1.0129
C 0.270 2.032 2.606 0.2001
O 0.929 1.252 1.852 0.6880
C 1.004 2.919 3.551 0.8228
C 0.325 3.881 4.296 -0.4818
C 1.010 4.723 5.150 -0.6896
C 2.389 4.620 5.275 -0.3205
C 3.074 3.668 4.536 -1.1210
C 2.390 2.826 3.678 0.1050
H -4.283 -1.119 -1.822 0.3789
H -6.548 -1.413 -0.930 0.3682
H -7.137 -0.486 1.297 0.3476
H -5.425 0.701 2.603 0.3157
H -3.286 1.393 3.030 0.0640
H -0.746 3.944 4.184 0.4268
H 0.469 5.459 5.734 0.3799
H 2.923 5.279 5.951 0.3667
H 4.149 3.572 4.641 0.3748
H 2.917 2.078 3.106 0.1307
C -6.453 -6.740 -1.993 -0.8732
O -5.383 -6.344 -2.802 -0.4460
C -4.112 -6.587 -2.310 0.7017
C -3.803 -7.582 -1.394 -0.1348
C -2.500 -7.752 -0.959 -0.6073
C -1.477 -6.916 -1.409 -0.0367
C -1.805 -5.932 -2.360 0.1062
C -3.092 -5.777 -2.807 -0.7101
N -0.149 -7.164 -1.126 -0.8783
N 0.688 -6.247 -0.896 -0.3380
C 0.317 -5.026 -0.433 -0.4433
C -0.817 -4.821 0.381 -0.3539
C -1.143 -3.603 0.898 -1.0347
C -0.426 -2.419 0.566 0.7842
O -0.682 -1.302 1.042 -0.9898
C 0.688 -2.597 -0.364 -0.2513
N 1.270 -1.481 -0.806 0.5994
C 2.277 -1.572 -1.640 -0.1912
C 2.795 -2.794 -2.082 -1.0076
C 2.206 -3.954 -1.645 -0.6322
C 1.105 -3.886 -0.775 1.1892
H -7.334 -6.227 -2.379 0.2504
H -6.286 -6.445 -0.952 0.3908
H -6.626 -7.825 -2.033 0.2890
H -4.575 -8.233 -1.006 0.3132
H -2.278 -8.508 -0.218 0.3925
H -1.024 -5.282 -2.728 0.3372
H -3.337 -5.015 -3.531 0.4047
H -1.390 -5.690 0.678 0.3990
H -1.968 -3.499 1.586 0.5011
H 2.699 -0.637 -1.985 0.1426
H 3.630 -2.816 -2.771 0.4297
H 2.549 -4.925 -1.972 0.4778
C 2.669 -2.696 3.775 -1.6339
C 1.850 -1.534 3.222 0.9197
O 2.690 -0.437 2.971 -0.6481
H 2.026 -3.559 3.931 0.3898
H 3.132 -2.425 4.721 0.4115
H 3.450 -2.954 3.063 0.3427
H 1.061 -1.249 3.935 0.2249
H 1.353 -1.845 2.298 -0.3966
H 2.111 0.228 2.520 -0.1898
C -1.690 2.876 -2.093 -1.2631
O -0.538 2.272 -1.664 -0.8307
H -1.558 3.444 -3.038 0.3039
H -2.085 3.586 -1.344 0.2998
H -2.480 2.137 -2.275 0.1255
C 1.382 2.684 -3.928 -1.6491
C 2.481 2.665 -2.873 1.0754
C 3.695 3.472 -3.341 -1.5709
P 1.693 2.942 -1.166 2.1160
C 0.964 4.673 -1.271 0.7862
C 1.675 5.838 -1.959 -1.7653
C 0.518 5.032 0.143 -1.6418
C 3.231 3.220 -0.048 1.9975
C 4.058 1.939 -0.095 -1.7772
C 4.126 4.458 -0.069 -1.7735
H 1.667 2.107 -4.811 0.4934
H 1.156 3.703 -4.242 0.2173
H 0.489 2.249 -3.485 0.2081
H 2.817 1.623 -2.774 -0.4767
H 3.499 4.539 -3.366 0.1486
H 3.959 3.158 -4.356 0.4917
H 4.562 3.294 -2.710 0.2920
H 0.059 4.492 -1.853 -0.0531
H 2.667 6.040 -1.567 0.1964
H 1.075 6.743 -1.828 0.4951
H 1.754 5.661 -3.030 0.3410
H 1.362 5.278 0.786 0.2042
H 0.005 4.172 0.571 0.2328
H -0.170 5.882 0.140 0.4598
H 2.733 3.219 0.931 -0.8831
H 4.643 1.865 -1.012 0.2521
H 3.384 1.086 -0.034 0.2435
H 4.745 1.890 0.752 0.5218
H 4.607 4.615 -1.031 0.2039
H 4.913 4.347 0.683 0.4904
H 3.562 5.352 0.189 0.3467
```

[4]
A molecular structure, C51H56AsSb3Tl, computed with ωB97M-V/def2-TZVPD.

Values from the calculation:
- Max |F|: 2.36 eV/A
- Orbital gap (spin up / spin down): 4.58 / 4.73 eV
- Total charge: +3
- ΔE to the lowest compared entry with this formula, charge and spin: 207.0 kJ/mol

```
112
Properties=species:S:1:pos:R:3:mulliken_charge:R:1
Tl 0.427 -1.022 -0.760 1.0376
C 2.689 2.705 1.502 -1.7424
C 4.012 2.005 1.138 -0.6381
C 4.058 0.619 0.472 -0.4389
Sb 5.097 0.788 -1.473 1.0217
C 4.619 -1.146 -2.308 0.2626
C 3.809 -1.236 -3.445 -0.3384
C 3.613 -2.468 -4.065 -0.6706
C 4.258 -3.596 -3.575 -0.5935
C 5.067 -3.505 -2.450 -0.8085
C 5.236 -2.288 -1.803 -0.2773
C 7.114 0.365 -0.841 0.5682
C 7.946 -0.434 -1.619 -0.4431
C 9.238 -0.673 -1.176 -0.6226
C 9.697 -0.072 -0.010 -0.5180
C 8.863 0.745 0.745 -0.6051
C 7.568 0.987 0.320 -0.4805
Sb 0.790 2.354 0.456 0.9458
C 0.073 4.371 0.332 0.5706
C -0.742 4.718 -0.738 -0.6148
C -1.224 6.015 -0.839 -0.6769
C -0.914 6.951 0.139 -0.5485
C -0.107 6.596 1.210 -0.7085
C 0.380 5.299 1.317 -0.3941
C 1.463 2.241 -1.602 0.5358
C 0.653 1.648 -2.569 -1.0578
C 1.059 1.600 -3.901 -0.5586
C 2.283 2.135 -4.275 -0.7631
C 3.087 2.754 -3.326 -0.3024
C 2.675 2.813 -1.993 -1.5521
H 2.862 3.779 1.417 0.5738
H 2.400 2.503 2.534 0.6379
H 4.579 1.951 2.070 0.5358
H 4.560 2.695 0.494 0.4058
H 3.073 0.180 0.308 -0.2095
H 4.645 -0.098 1.047 0.7801
H 3.408 -0.336 -3.899 0.2374
H 3.024 -2.532 -4.971 0.4905
H 4.171 -4.538 -4.102 0.4806
H 5.600 -4.376 -2.093 0.4781
H 5.891 -2.223 -0.943 0.5730
H 7.600 -0.882 -2.543 0.5142
H 9.888 -1.312 -1.758 0.4201
H 10.725 -0.214 0.296 0.4157
H 9.222 1.208 1.654 0.4293
H 6.920 1.639 0.894 0.2970
H -0.995 3.991 -1.502 0.3828
H -1.845 6.295 -1.680 0.4438
H -1.310 7.955 0.071 0.4419
H 0.143 7.327 1.968 0.4380
H 0.998 5.028 2.165 0.4176
H -0.342 1.296 -2.303 1.0149
H 0.407 1.166 -4.649 0.4792
H 2.596 2.099 -5.310 0.4695
H 4.024 3.209 -3.620 0.6256
H 3.283 3.337 -1.263 0.7315
C -4.385 -0.999 -2.597 -1.2923
C -5.538 -0.881 -1.638 0.4074
C -6.856 -0.979 -2.077 -0.7288
C -7.913 -0.931 -1.179 -0.7019
C -7.680 -0.769 0.178 -0.8567
C -6.377 -0.656 0.641 -0.6850
C -5.336 -0.707 -0.274 0.8066
Sb -3.372 -0.659 0.621 1.1125
C -3.732 -2.369 1.911 0.8293
C -4.085 -3.471 1.132 -1.3592
C -4.434 -4.665 1.733 -0.8965
C -4.378 -4.765 3.118 -0.7751
C -4.017 -3.667 3.883 -0.7122
C -3.692 -2.440 3.303 1.4331
C -3.362 -1.277 4.194 -1.5521
C -3.147 1.260 1.587 0.7553
C -2.283 1.316 2.683 -0.9241
C -2.207 2.464 3.448 -0.9445
C -2.971 3.570 3.092 -0.8550
C -3.759 3.535 1.954 -0.5718
C -3.847 2.395 1.157 0.8622
C -4.701 2.435 -0.078 -1.7910
H -4.725 -1.010 -3.630 0.4962
H -3.839 -1.931 -2.420 0.2699
H -3.688 -0.163 -2.480 0.1071
H -7.060 -1.106 -3.133 0.4546
H -8.927 -1.033 -1.541 0.4415
H -8.501 -0.737 0.880 0.4727
H -6.192 -0.527 1.702 0.4770
H -4.122 -3.393 0.050 0.5947
H -4.758 -5.504 1.132 0.5254
H -4.620 -5.700 3.604 0.4424
H -3.996 -3.752 4.962 0.4896
H -3.822 -1.408 5.171 0.5145
H -3.727 -0.342 3.772 0.2803
H -2.283 -1.201 4.357 0.2578
H -1.711 0.444 2.973 0.5905
H -1.564 2.494 4.318 0.5419
H -2.938 4.468 3.694 0.4595
H -4.324 4.415 1.671 0.5262
H -4.761 3.452 -0.461 0.5924
H -5.721 2.115 0.145 0.3455
H -4.307 1.791 -0.864 0.2234
C 0.836 -5.813 0.717 -1.1222
As 0.332 -3.942 0.455 0.1953
C -1.291 -4.225 -0.624 -0.7358
C -0.513 -3.598 2.196 -0.4227
H 0.016 -6.340 1.201 0.3637
H 1.722 -5.878 1.347 0.3911
H 1.050 -6.288 -0.239 0.3831
H -1.974 -4.885 -0.090 0.2875
H -1.022 -4.693 -1.571 0.5378
H -1.803 -3.282 -0.838 -0.0843
H -1.332 -4.293 2.383 0.2151
H -0.907 -2.581 2.241 -0.3007
H 0.233 -3.713 2.982 0.5359
```

Q: Which formula does entry 3 have?
A: C42H52BaN5O6P

Q: The lowest max |F| belongs to which entry?
A: C51H56AsSb3Tl

Q: The highest max |F| belongs to which entry?
A: C27H53F4N2O3S